[1]
Below is the molecule C4H3NO at a distorted geometry, with properties calculated with ωB97M-V/def2-TZVPD.

Geometry (Å):
1 N 3.02655 0.10205 -0.20346
2 C 1.83613 -0.05826 -0.22348
3 C 0.52976 0.06447 0.01231
4 C -0.77534 -0.32196 0.11413
5 C -2.05578 0.53482 0.29333
6 O -3.19811 0.09272 0.12694
7 H 3.65557 -0.71529 -0.32616
8 H -1.17184 -1.32839 -0.17382
9 H -1.84694 1.62984 0.38019

Properties
structure (SMILES)	N=C=C=CC=O
energy relative to the best compared isomer or geometry (same formula, charge and spin)	215.68	kJ/mol



[2]
Below is a structure of composition C49H49FN3O10ReS at a distorted geometry, with properties calculated with ωB97M-V/def2-TZVPD.

Geometry (Å):
1 Re 0.02281 -0.12221 -0.06802
2 C 4.90601 -0.49133 4.55331
3 C 3.71393 0.15081 3.89240
4 C 3.17348 1.34168 4.64568
5 O 2.69893 -0.87126 3.73622
6 C 2.18483 -0.79450 2.44481
7 C 3.39924 -0.32467 1.66648
8 O 4.03780 0.56422 2.56590
9 C 3.19513 0.30466 0.25498
10 O 1.84846 -0.03773 -0.10444
11 C 3.33954 1.82448 0.24746
12 C 2.63228 2.58844 1.17117
13 C 2.66375 3.96845 1.12961
14 C 3.41216 4.61609 0.15101
15 C 4.12160 3.86686 -0.77157
16 C 4.08121 2.47598 -0.72700
17 C 4.14072 -0.35294 -0.74309
18 C 3.68472 -0.95280 -1.90703
19 C 4.59045 -1.52801 -2.79590
20 C 5.94886 -1.50802 -2.52632
21 C 6.40787 -0.91046 -1.35591
22 C 5.50886 -0.33867 -0.47025
23 C -0.06441 -0.12095 2.97733
24 O 1.10282 0.13001 2.32090
25 C -0.48307 -1.52463 3.25011
26 C -1.53246 -2.06218 2.50117
27 C -1.96223 -3.36518 2.70294
28 C -1.35888 -4.14951 3.67880
29 C -0.32690 -3.62183 4.44252
30 C 0.11302 -2.32032 4.22784
31 C -0.93264 0.99602 3.14994
32 C -2.11911 0.87284 3.91024
33 C -2.94530 1.96170 4.11809
34 C -2.63672 3.20757 3.57197
35 C -1.48551 3.34188 2.79949
36 C -0.64641 2.26103 2.58571
37 H 4.63120 -0.86558 5.54134
38 H 5.70612 0.24239 4.66217
39 H 5.26298 -1.32536 3.94729
40 H 2.99133 1.07596 5.68876
41 H 2.23897 1.68256 4.19692
42 H 3.90143 2.15496 4.60531
43 H 1.83902 -1.77808 2.13871
44 H 4.00808 -1.22366 1.54889
45 H 2.05221 2.08262 1.92538
46 H 2.09378 4.54347 1.85111
47 H 3.42820 5.69792 0.10221
48 H 4.70297 4.35863 -1.54154
49 H 4.62408 1.91223 -1.47343
50 H 2.62852 -0.96431 -2.13498
51 H 4.22585 -1.98526 -3.70786
52 H 6.65024 -1.95353 -3.22124
53 H 7.46938 -0.88460 -1.13851
54 H 5.86974 0.13870 0.43755
55 H -1.99704 -1.44766 1.73735
56 H -2.75856 -3.77296 2.09069
57 H -1.69174 -5.16692 3.84357
58 H 0.13634 -4.22130 5.21684
59 H 0.91969 -1.91566 4.82447
60 H -2.36538 -0.08200 4.35898
61 H -3.83561 1.84356 4.72570
62 H -3.27972 4.06059 3.75273
63 H -1.23646 4.30026 2.35751
64 H 0.22206 2.38039 1.95371
65 F -6.05507 -2.63440 -0.27511
66 C -5.75985 -1.36785 0.07899
67 C -4.46676 -0.95670 0.02191
68 C -4.14911 0.36405 0.33959
69 C -2.78665 0.80511 0.27531
70 O -1.88167 -0.05137 0.07237
71 C -2.47706 2.15103 0.45183
72 C -3.49420 2.98203 0.80105
73 N -4.77900 2.59937 0.98315
74 C -5.65825 3.64776 1.51353
75 C -7.07276 3.91230 1.11048
76 C -6.74502 3.43794 2.51553
77 C -5.14890 1.27554 0.70689
78 C -6.46622 0.80278 0.78093
79 C -6.79059 -0.50275 0.46687
80 N -8.14326 -0.91797 0.57357
81 C -9.18100 -0.12102 -0.07056
82 C -10.33890 0.03110 0.92252
83 N -10.27956 -1.16598 1.84718
84 C -9.97909 -2.42057 1.06613
85 C -8.51533 -2.33306 0.58760
86 C -1.09211 2.73437 0.28160
87 O -0.98172 3.94331 0.36584
88 O -0.12975 1.90530 0.05118
89 H -3.68820 -1.63598 -0.32022
90 H -3.26266 4.02871 0.95665
91 H -5.07372 4.53988 1.67223
92 H -7.56782 3.24762 0.41817
93 H -7.34296 4.95008 0.97385
94 H -6.99652 2.42839 2.80460
95 H -6.80285 4.14934 3.32750
96 H -7.26463 1.44754 1.10010
97 H -9.53285 -0.62047 -0.98022
98 H -8.80855 0.85453 -0.36678
99 H -11.31111 0.03267 0.43524
100 H -10.24557 0.91659 1.54679
101 H -11.12794 -1.25242 2.40333
102 H -9.48965 -1.00888 2.47545
103 H -10.68665 -2.44798 0.24154
104 H -10.15381 -3.28131 1.70460
105 H -8.44715 -2.81166 -0.39010
106 H -7.86208 -2.86865 1.27066
107 C 0.19518 -3.86385 -2.25875
108 S -0.59490 -2.42956 -1.66731
109 O -0.16798 -1.29733 -2.48488
110 O -2.01400 -2.68811 -1.60729
111 O -0.01312 -2.20542 -0.26130
112 H -0.35794 -4.20112 -3.13358
113 H 0.17618 -4.61490 -1.46987
114 H 1.22024 -3.60205 -2.52089

Properties
<S²>	4.11
energy relative to the best compared isomer or geometry (same formula, charge and spin)	480.81	kJ/mol
multiplicity	4
total charge	+1



[3]
Below is a structure of composition C22H34ClF5N3O4W at a distorted geometry, with properties calculated with ωB97M-V/def2-TZVPD.

Geometry (Å):
1 O -1.19831 0.25915 -0.93404
2 C -1.09050 -0.33957 -2.15298
3 C -2.35456 -1.23617 -2.28462
4 C -3.16184 -1.43097 -1.15156
5 H -2.93321 -0.90750 -0.24585
6 C -4.22457 -2.34640 -1.19201
7 H -4.78972 -2.52168 -0.26429
8 C -4.53740 -2.98069 -2.39449
9 H -5.38311 -3.67151 -2.42613
10 C -3.79591 -2.72028 -3.55126
11 H -4.05847 -3.17660 -4.49748
12 C -2.70149 -1.85528 -3.49021
13 H -2.06964 -1.63230 -4.37491
14 H -1.15370 0.41381 -2.99012
15 C 1.36613 -0.35787 -3.21673
16 C 0.40542 -1.09516 -2.28827
17 H 1.68196 -0.94085 -4.11070
18 H 2.28524 -0.07218 -2.67806
19 H 0.88904 0.55791 -3.60841
20 C 0.38662 -2.47506 -2.25871
21 C 1.46032 -3.38763 -2.75809
22 H -0.49871 -2.97785 -1.87134
23 H 1.08730 -4.08877 -3.52725
24 H 1.83485 -4.00877 -1.92976
25 H 2.32108 -2.86544 -3.20542
26 W 0.83569 -0.20339 0.15950
27 Cl 2.71315 -1.62645 -0.37034
28 C 2.82260 -0.48949 2.63256
29 O 2.10070 0.33451 2.01169
30 N 3.52083 -0.18238 3.73705
31 C 3.88201 1.18801 4.07090
32 C 4.20625 -1.23320 4.47880
33 H 2.91619 -1.53328 2.29884
34 H 3.22266 1.88450 3.53667
35 H 4.92958 1.38739 3.81073
36 H 3.77510 1.32069 5.15015
37 H 3.63125 -2.16612 4.38970
38 H 4.27881 -0.95114 5.53452
39 H 5.21969 -1.40689 4.08977
40 H -4.88451 2.14284 1.58718
41 H -3.65031 2.08629 3.59705
42 C -4.16147 1.49482 1.07690
43 C -2.87446 1.42734 3.19641
44 N -2.87191 1.57134 1.75245
45 H -4.04549 1.81678 0.03834
46 C -1.72042 1.62903 1.05384
47 O -0.60024 1.29581 1.48520
48 H -1.90038 1.69405 3.61083
49 H -1.88614 1.98590 0.01987
50 H -4.54602 0.46326 1.09075
51 H -3.12622 0.39160 3.47252
52 H 3.53803 4.30116 -1.03631
53 H 1.29616 5.70116 -1.81080
54 C 3.12193 3.61513 -1.78681
55 C 0.99316 4.77557 -2.31549
56 N 1.66699 3.62574 -1.73916
57 H 3.50115 2.60590 -1.60436
58 C 0.97776 2.68728 -1.09090
59 O 1.56921 1.67032 -0.58548
60 H -0.08833 4.64492 -2.21721
61 H -0.10878 2.80925 -1.02277
62 H 3.43842 3.96250 -2.77675
63 H 1.25386 4.86901 -3.38049
64 F -0.37622 -2.90435 0.87275
65 C -0.39294 -1.65488 1.50070
66 F -1.74470 -1.25284 1.50170
67 C -0.10422 -1.90676 2.98131
68 F 1.05056 -2.59130 3.15853
69 F -0.05611 -0.75632 3.70671
70 F -1.08970 -2.66561 3.53562

Properties
total energy	-2349.4150	Eh
total charge	+3



[4]
Below is the ion C12H22N with charge +1 at a distorted geometry, with properties calculated with ωB97M-V/def2-TZVPD.

Geometry (Å):
1 C -0.99272 -1.34788 -3.76232
2 C -0.06814 -0.99379 -2.53983
3 C 1.25621 -0.36415 -2.80989
4 C -0.53499 -1.21780 -1.32426
5 N 0.28422 -0.84732 -0.03829
6 C 0.34623 -1.98891 0.89924
7 C -0.50062 0.27537 0.59128
8 C -1.86962 -0.07237 1.23223
9 C -0.55063 1.59821 -0.18414
10 C -0.23827 2.40160 0.83711
11 C 0.29961 1.30658 1.69621
12 C 1.77134 1.04912 1.47075
13 C -0.01564 1.47534 3.24196
14 H -1.54594 -0.40656 -4.06031
15 H -0.16615 -1.73078 -4.33909
16 H -1.62373 -2.23773 -3.44548
17 H 1.83433 -0.80901 -3.67104
18 H 1.92084 -0.26696 -1.95784
19 H 0.95634 0.62242 -3.09308
20 H -1.53618 -1.57611 -1.15349
21 H 1.18519 -0.58457 -0.44986
22 H 0.87200 -2.87329 0.52322
23 H 0.81925 -1.64393 1.79376
24 H -0.61284 -2.23139 1.15722
25 H -1.75781 -0.78362 1.91659
26 H -2.73357 -0.33993 0.50144
27 H -2.02614 0.84850 1.73649
28 H -0.80073 1.89381 -1.21820
29 H -0.20784 3.48514 1.03788
30 H 2.14066 0.08260 1.90288
31 H 2.46900 1.81235 1.97453
32 H 2.03905 1.04708 0.42823
33 H -0.56121 0.56931 3.51529
34 H -0.68410 2.37892 3.62682
35 H 0.83262 1.46975 3.96397

Properties
structure (SMILES)	CC(C)=C[N@H+](C)[C@]1(C)C=CC1(C)C
energy relative to the best compared isomer or geometry (same formula, charge and spin)	345.11	kJ/mol
total charge	+1



[5]
Below is a cluster of 2 separate species, C8H13N3 in total at a distorted geometry, with properties calculated with ωB97M-V/def2-TZVPD.

Geometry (Å):
1 H -1.39666 0.31380 -0.23740
2 N -2.09918 0.97322 0.18482
3 C -3.24647 0.46224 0.09756
4 N -4.30879 1.19977 0.72671
5 C -3.75347 -0.70469 -0.56764
6 C -4.27793 -1.63609 -1.13262
7 H -5.11195 1.00760 0.14040
8 H -4.15180 2.16814 0.74084
9 H -4.72166 -2.55099 -1.48717
10 C 0.62128 -0.97954 1.42616
11 C 1.38040 -0.94720 0.30156
12 C 2.70308 -0.25000 0.23484
13 N 3.70392 -1.19527 -0.11964
14 C 2.63352 0.87417 -0.82555
15 C 2.60686 2.18518 -0.58453
16 H -0.34179 -1.62095 1.47897
17 H 0.79947 -0.40485 2.31521
18 H 1.08259 -1.68563 -0.45345
19 H 2.94675 0.25786 1.24159
20 H 3.64900 -1.37420 -1.10802
21 H 3.53847 -2.05647 0.37490
22 H 2.48350 0.44884 -1.86000
23 H 2.58443 2.98066 -1.34463
24 H 2.67641 2.53439 0.45708

Properties
structure (SMILES)	[H]/N=C(/N)C#C.C=CC(N)C=C
energy relative to the best compared isomer or geometry (same formula, charge and spin)	408.44	kJ/mol



[6]
Below is the ion C3H7N2 with charge +1 at a distorted geometry, with properties calculated with ωB97M-V/def2-TZVPD.

Geometry (Å):
1 H -2.80876 0.57449 -0.34192
2 N -1.96773 0.07910 -0.08395
3 C -0.90950 0.69468 -0.21093
4 N 0.16786 -0.15398 -0.08777
5 C -0.11891 -1.38106 -0.05348
6 C 1.55948 0.45933 0.10315
7 H -0.71210 1.75258 -0.18843
8 H -1.24345 -1.50841 -0.11138
9 H 0.55918 -2.20784 0.48122
10 H 1.73837 0.42134 1.17130
11 H 2.26781 -0.19929 -0.37463
12 H 1.46775 1.46905 -0.30318

Properties
structure (SMILES)	[H]/N=C/[N+](=C)C
energy relative to the best compared isomer or geometry (same formula, charge and spin)	207.44	kJ/mol
total charge	+1